[1]
64
Properties=species:S:1:pos:R:3:forces:R:3 method="wB97M-V/def2-TZVPD" de_lowest_kj_mol=40.10 orbital_gap_ev="4.997 / 4.990" charge=-1 spin_multiplicity=1 energy_ev=-148873.4717
Mn 1.78233 0.61950 -0.39711 -0.9 -1.1 0.6
S 1.17670 -1.34442 -0.63602 -0.3 0.2 0.1
S 0.23020 -4.41226 -1.01339 -0.1 0.0 0.0
S 2.17440 -4.31697 -1.42158 -0.1 -0.2 0.0
S 2.77379 -2.31417 -1.18285 0.4 -0.1 -0.2
N -1.06325 1.16901 -2.52237 0.3 0.1 0.0
P -1.43113 -0.48514 -2.19756 -0.2 0.0 0.0
C -3.16408 -0.51376 -2.82282 0.0 0.0 -0.1
C -4.18121 -0.66945 -1.88641 0.0 0.0 0.0
C -5.51423 -0.67525 -2.27742 0.0 0.0 0.0
C -5.84244 -0.52877 -3.61582 0.0 0.0 0.0
C -4.83571 -0.37841 -4.56242 0.0 0.0 0.0
C -3.50813 -0.37444 -4.16736 0.0 0.0 0.0
C -0.59372 -1.31480 -3.58833 0.1 0.0 0.0
C 0.52106 -0.77210 -4.21731 0.0 0.0 0.0
C 1.23970 -1.52157 -5.13998 0.0 0.0 0.0
C 0.85156 -2.81680 -5.43963 0.0 0.0 0.0
C -0.26702 -3.36179 -4.82181 0.0 0.0 0.0
C -0.98083 -2.61792 -3.90041 0.0 0.0 0.0
C -0.66847 2.09637 -1.58435 -0.2 -0.3 0.1
C -0.81919 3.46410 -1.85203 0.0 0.0 0.1
C -0.54903 4.36814 -0.85248 0.0 0.0 0.0
C -0.14434 3.91384 0.39959 -0.1 0.0 0.0
C 0.03569 2.55941 0.56039 -0.2 0.0 0.0
N -0.17809 1.65280 -0.41337 0.5 0.3 0.0
H -1.31373 1.55655 -3.42059 0.0 0.0 0.0
H -3.92231 -0.79332 -0.84112 0.0 0.0 0.0
H -6.29369 -0.80240 -1.53682 0.0 0.0 0.0
H -6.87999 -0.53942 -3.92531 0.0 0.0 0.0
H -5.08754 -0.27564 -5.61057 0.0 0.0 0.0
H -2.72656 -0.27921 -4.91339 0.0 0.0 0.0
H 0.85005 0.22553 -3.96870 0.0 0.0 0.0
H 2.12100 -1.09434 -5.60201 0.0 0.0 0.0
H 1.42625 -3.40911 -6.14027 0.0 0.0 0.0
H -0.56693 -4.37885 -5.03700 0.0 0.0 0.0
H -1.83060 -3.06602 -3.39953 0.0 0.0 0.0
H -1.16533 3.78433 -2.82580 0.0 0.0 0.0
H -0.67196 5.42774 -1.03988 0.0 0.0 0.0
H 0.06193 4.59142 1.21447 0.0 0.0 0.0
H 0.39862 2.14550 1.49269 0.0 0.0 0.0
O 2.14217 1.30933 -2.38272 0.3 0.3 0.2
Cl 3.35237 1.80982 -1.68706 0.2 0.1 -0.2
O 4.01445 0.63681 -1.14991 0.0 0.2 0.0
O 4.17187 2.57479 -2.54341 0.1 0.1 -0.1
O 2.83976 2.58417 -0.54991 0.0 0.0 -0.3
C 8.48661 0.54697 8.11813 0.0 0.0 0.0
C 7.25051 0.65416 7.25560 0.0 0.1 0.0
O 6.99328 1.61790 6.58950 0.0 0.0 -0.1
S 6.24450 -0.81558 7.35044 0.0 -0.2 0.1
C 5.12822 -0.60417 5.99923 -0.1 0.1 -0.1
C 5.22005 -1.45705 4.90395 0.0 -0.1 0.1
C 4.40350 -1.27104 3.80485 0.0 0.0 -0.1
C 3.49615 -0.20544 3.75394 0.2 0.1 0.1
C 3.37798 0.60952 4.88868 -0.1 0.0 -0.1
C 4.17968 0.41329 5.99635 0.0 -0.1 0.1
C 2.76655 0.07030 2.56210 -0.4 0.0 0.1
C 2.15387 0.30561 1.53512 0.3 0.4 -0.5
H 8.78251 1.54078 8.44674 0.0 0.0 0.0
H 9.28503 0.12349 7.50685 0.0 0.0 0.0
H 8.32856 -0.11159 8.97119 0.0 0.0 0.0
H 5.93663 -2.26884 4.91598 0.0 0.0 0.0
H 4.47071 -1.93379 2.95241 0.0 0.0 0.0
H 2.64613 1.40627 4.88235 0.0 0.0 0.0
H 4.07782 1.05468 6.86199 0.0 0.0 0.0

[2]
82
Properties=species:S:1:pos:R:3:forces:R:3 method="wB97M-V/def2-TZVPD" orbital_gap_ev="6.603 / 6.740" charge=-1 spin_multiplicity=5 energy_ev=-219465.9726
Fe 0.14688 -1.07364 0.66463 0.0 -0.3 -0.1
O -2.13913 -2.94612 -2.86773 -0.5 -0.6 0.2
C -2.82343 -3.85322 -2.10360 0.0 -0.3 -1.5
C -3.49478 -4.83401 -2.83723 -0.5 -0.3 0.0
C -4.29526 -5.77764 -2.20421 0.1 0.2 -0.1
C -4.38110 -5.77552 -0.82342 0.6 0.8 0.4
C -3.62524 -4.85231 -0.08864 -1.1 -1.0 -1.1
C -2.86782 -3.89699 -0.71257 0.8 0.9 0.5
C -1.96191 -2.99719 0.08801 -0.8 -1.6 0.2
O -1.22337 -2.25808 -0.56609 1.7 2.4 -1.6
N -1.90502 -3.16971 1.36608 -0.5 -1.0 2.1
N -0.94932 -2.38903 2.00608 -0.5 1.1 -3.4
C -0.62345 -2.64802 3.17709 1.2 0.0 2.1
C 0.27942 -1.83135 4.01124 -1.1 1.1 -1.7
C 0.41126 -2.22002 5.32174 1.4 0.3 0.6
C 1.11613 -1.42500 6.21409 -0.3 0.0 0.1
C 1.66504 -0.19851 5.80484 -0.4 -1.2 1.2
C 1.50866 0.21120 4.52572 -0.7 0.5 -1.6
C 0.72982 -0.51581 3.56775 0.4 -1.4 1.3
O 0.46905 -0.04272 2.40501 0.0 0.4 -0.3
H -1.59123 -2.44916 -2.24294 0.3 0.4 0.6
H -3.41046 -4.86850 -3.91824 0.1 0.3 0.1
H -4.85924 -6.49850 -2.79227 0.1 0.1 0.1
H -5.01066 -6.44908 -0.29335 -0.4 -0.6 0.2
H -3.66193 -4.86550 0.96663 0.1 0.0 1.0
H -1.02130 -3.52281 3.65024 -0.5 -0.6 0.3
H 0.08786 -3.20844 5.60689 -0.4 -0.1 0.2
H 1.16575 -1.72657 7.24273 0.2 -0.1 0.4
H 2.14793 0.39306 6.57397 0.2 0.2 -0.3
H 1.87059 1.16598 4.17927 0.2 0.2 0.0
O -0.65079 0.69309 -0.07074 -0.4 0.5 -0.3
As 0.16527 1.98089 -0.71754 -0.1 0.2 0.1
C 1.93107 2.20311 -0.05019 -0.2 0.2 1.1
C 3.06171 1.83605 -0.73958 0.4 0.0 0.3
C 4.30702 1.93936 -0.12571 -0.6 -0.3 -0.2
C 4.41332 2.35525 1.18368 -0.1 0.4 0.1
C 3.27201 2.71743 1.89558 -0.2 0.0 0.2
C 2.03202 2.62324 1.28685 0.9 0.0 -0.7
C 0.28816 1.85250 -2.61632 0.8 0.4 0.4
C 1.29060 2.48407 -3.37725 -0.1 0.1 -0.1
C 1.35353 2.22473 -4.73322 -0.2 0.1 0.1
C 0.42222 1.38466 -5.31132 -0.8 -0.4 -0.3
C -0.59514 0.79545 -4.57045 0.6 0.3 1.1
C -0.63854 1.00546 -3.17214 0.7 0.3 -2.4
C -0.79231 3.60495 -0.28296 1.2 -0.3 -1.2
C -1.62275 3.56427 0.80141 -0.4 0.2 0.1
C -2.26154 4.74641 1.15279 -0.2 0.1 0.4
C -2.06449 5.92574 0.44466 0.6 -0.6 0.1
C -1.18089 5.93953 -0.63182 -0.5 -0.9 0.0
C -0.55609 4.76444 -1.03803 -0.2 0.1 0.8
H 3.00065 1.42674 -1.72605 0.0 -0.2 -0.4
H 5.14058 1.59490 -0.69574 0.7 0.0 -0.1
H 5.38168 2.44112 1.64193 0.3 -0.1 0.2
H 3.32211 3.06267 2.93497 0.1 -0.2 -0.4
H 1.17348 2.89244 1.84199 -0.9 0.1 0.4
H 2.04061 3.17518 -2.98289 -0.4 -0.3 0.3
H 2.08852 2.68760 -5.36891 0.3 0.1 0.1
H 0.44185 1.21433 -6.37920 0.1 -0.1 -0.1
H -1.31279 0.15362 -5.04097 -0.2 -0.2 -0.1
H -1.34524 0.50930 -2.57654 -0.9 -0.6 0.8
H -1.79650 2.62985 1.34145 0.0 0.4 -0.1
H -2.89273 4.69626 2.02442 -0.3 0.3 0.1
H -2.52110 6.85544 0.72875 -0.3 0.1 0.2
H -1.09068 6.83870 -1.18833 0.4 0.7 -0.4
H 0.12336 4.76252 -1.88281 -0.1 -0.1 0.0
Br 5.12539 -2.09382 -3.99436 -0.4 0.2 0.5
C 3.73020 -1.74110 -2.67772 0.8 -0.2 0.5
C 2.42938 -1.70450 -3.09359 -0.7 0.2 1.1
C 1.43554 -1.52597 -2.11952 0.4 0.4 0.7
C 1.70637 -1.38433 -0.74032 0.4 0.0 0.0
C 3.07880 -1.42724 -0.37054 -0.6 0.2 -0.2
C 4.07241 -1.60253 -1.32025 0.8 -0.1 -0.7
H 2.13829 -1.80224 -4.10224 -0.1 -0.1 -1.1
H 0.40637 -1.41658 -2.44696 0.1 -0.3 -0.1
H 3.35360 -1.24433 0.68266 0.0 -0.2 -0.6
H 5.14103 -1.61191 -1.06285 -0.5 0.0 0.0
C -3.38570 0.27196 2.13048 0.7 0.4 0.4
O -2.50202 1.25324 2.73201 0.5 -1.2 -0.5
H -4.34351 0.35211 2.63009 -0.2 -0.1 0.0
H -2.96415 -0.73329 2.25250 -0.3 0.1 0.0
H -3.48293 0.48296 1.06920 -0.2 -0.1 -0.2
H -1.62097 0.86945 2.50998 -0.3 0.6 0.5

[3]
28
Properties=species:S:1:pos:R:3:forces:R:3 method="wB97M-V/def2-TZVPD" de_lowest_kj_mol=53.20 orbital_gap_ev=4.385 charge=-1 spin_multiplicity=1 energy_ev=-31384.9367
N 2.71459 -2.50940 1.59415 -0.8 0.7 0.8
C 1.63416 -2.19791 1.88238 1.5 -1.5 -1.1
O 0.35506 -2.10083 2.01008 -1.1 0.1 0.0
C -0.18985 -1.13501 1.12731 1.2 1.5 0.1
O -0.41118 -1.55149 -0.19196 -0.3 -0.8 -0.1
C -1.38973 -0.74354 -0.66812 -0.5 0.8 -0.4
O -1.86907 -0.75131 -1.74809 0.3 -0.3 0.2
O -1.77693 0.13090 0.31890 -0.2 0.3 -0.1
C -1.46994 -0.46884 1.55564 -0.5 -1.6 0.3
C -2.70320 -1.33785 1.97847 0.6 0.0 -0.1
C -2.46878 -2.82494 2.15564 0.0 -0.1 0.6
O -2.35174 -3.30987 3.23241 0.0 -0.1 -0.1
I -2.40095 -4.14440 0.44866 -0.2 0.2 0.0
H 0.54191 -0.33422 1.03398 0.2 0.2 0.2
H -1.24249 0.17852 2.38784 -0.1 0.9 -0.3
H -3.03771 -0.98962 2.94342 -0.1 0.0 0.4
H -3.49444 -1.13331 1.27441 -0.2 -0.1 -0.4
C 0.96020 1.32506 -2.03814 0.1 -0.3 -0.7
C 1.35648 2.81240 -1.92232 0.3 -0.4 1.4
C 2.90067 2.89183 -1.87630 0.2 -0.1 -0.7
O 0.82990 3.34067 -0.79157 -0.2 0.2 -0.4
H 1.30558 0.76001 -1.16443 0.1 0.2 0.1
H -0.12462 1.22849 -2.10738 0.0 0.1 0.0
H 1.39208 0.84604 -2.93407 -0.1 0.0 0.1
H 1.05970 3.27961 -2.89978 -0.2 0.2 0.1
H 3.29101 2.36237 -1.00347 -0.1 0.0 0.1
H 3.22773 3.93248 -1.82259 -0.1 0.0 0.1
H 3.36157 2.44415 -2.77509 0.0 0.0 0.1

[4]
38
Properties=species:S:1:pos:R:3:forces:R:3 method="wB97M-V/def2-TZVPD" de_lowest_kj_mol=15.36 orbital_gap_ev=6.018 charge=-1 spin_multiplicity=1 energy_ev=-70172.5486
Cu 0.11173 -0.04184 0.21852 -0.3 -0.4 -0.6
C 4.22808 0.67686 0.36853 0.1 0.0 0.0
C 2.77622 1.08858 0.55645 0.1 0.6 -0.2
O 2.00048 0.24693 0.98323 0.3 -0.2 0.5
C 2.37474 2.45185 0.19274 0.1 -0.1 -0.1
C 3.37846 3.42434 0.03429 0.0 0.0 0.0
C 3.11018 4.72878 -0.30402 -0.1 0.0 0.0
C 1.76679 5.08849 -0.53494 0.1 -0.1 0.0
C 0.75780 4.17253 -0.41588 0.1 -0.1 0.0
C 0.99148 2.80574 -0.02698 0.2 0.1 0.1
O 0.00970 2.01404 0.09470 -0.1 -0.1 0.0
H 4.28517 -0.40444 0.46624 0.0 0.0 0.0
H 4.86406 1.13082 1.13375 0.0 0.0 0.0
H 4.60995 0.98665 -0.60590 0.0 0.0 0.0
H 4.40935 3.13544 0.20616 0.0 0.0 0.0
H 3.90822 5.45436 -0.39461 0.0 0.0 0.0
H 1.52722 6.10914 -0.81638 0.0 0.0 0.0
H -0.27370 4.44931 -0.60221 0.0 0.0 0.0
C -4.28273 0.66091 0.31439 0.1 0.1 0.0
C -4.73421 -0.59476 -0.06423 0.0 -0.1 0.0
C -3.83238 -1.63920 -0.15989 0.0 0.0 0.0
C -2.48396 -1.41874 0.13552 0.2 -0.1 0.0
N -2.06642 -0.20723 0.52501 -0.3 0.2 0.2
C -2.93276 0.80181 0.59643 0.1 -0.1 0.0
C -1.41897 -2.45505 -0.02574 -0.2 0.1 0.0
C -1.75559 -3.81277 -0.01159 0.0 0.0 0.0
C -0.77521 -4.77498 -0.20609 0.0 0.1 0.0
C 0.54170 -4.36187 -0.40679 -0.1 0.0 0.0
C 0.85857 -3.00795 -0.39268 0.0 0.0 0.0
C -0.09670 -1.99332 -0.20890 -0.1 0.2 0.1
H -4.95246 1.50942 0.38429 0.0 0.0 0.0
H -5.77907 -0.75395 -0.30465 0.0 0.0 0.0
H -4.15667 -2.61486 -0.49698 0.0 0.0 0.0
H -2.50016 1.75705 0.87790 0.0 0.0 0.0
H -2.77817 -4.13205 0.17659 0.1 0.0 0.0
H -1.02954 -5.82928 -0.19070 0.0 0.0 0.0
H 1.31844 -5.10496 -0.56679 0.0 0.0 0.0
H 1.90157 -2.72642 -0.52841 -0.1 0.0 0.0

[5]
15
Properties=species:S:1:pos:R:3:forces:R:3 method="wB97M-V/def2-TZVPD" de_lowest_kj_mol=0.00 orbital_gap_ev=5.314 charge=+2 spin_multiplicity=1 energy_ev=-56768.6432
C -1.77483 -0.09822 0.11270 0.4 0.2 -0.9
C -0.56812 -0.79159 0.71434 -1.7 0.0 0.8
C 0.62667 0.09779 0.72615 1.4 0.5 -0.2
C 1.71582 -0.14491 -0.05095 -3.2 -2.0 0.2
O 2.79947 0.58088 -0.05717 -3.1 1.2 2.1
Zn 4.27822 0.71423 -0.66660 5.1 0.4 -2.0
H -2.58261 -0.77690 -0.17137 0.1 0.3 0.1
H -2.10053 0.77663 0.68453 0.0 -0.2 -0.2
H -0.36728 -1.73159 0.18278 -0.2 0.1 0.5
H -1.08733 -0.91761 1.72555 1.6 -0.6 -0.7
H 0.63171 0.96463 1.39330 0.0 -0.2 -0.1
H 1.70820 -1.03281 -0.70426 0.1 0.3 0.3
H -0.29543 0.69858 -1.06265 -0.2 0.0 -0.1
O -1.24523 0.45054 -1.23897 -0.1 0.0 0.2
H -1.73874 1.21035 -1.58739 -0.2 0.1 -0.1

[6]
11
Properties=species:S:1:pos:R:3:forces:R:3 method="wB97M-V/def2-TZVPD" de_lowest_kj_mol=272.48 orbital_gap_ev="7.660 / 8.036" charge=0 spin_multiplicity=3 energy_ev=-50355.9257
O 0.82740 1.27474 1.02836 -0.9 -0.5 1.3
C 1.07063 0.95949 -0.20754 0.4 1.9 -2.9
O 1.52089 1.70419 -1.07102 -0.3 -1.1 1.2
C -1.72738 -1.62102 0.21147 1.0 2.1 1.7
C -1.25240 -0.95541 -0.96126 -2.0 -0.3 -2.3
O 0.65907 -0.30467 -0.49553 -0.4 -1.7 0.6
Ni -0.32875 -0.24972 1.24481 0.5 -0.5 -0.8
H -2.74902 -1.38121 0.53110 0.5 0.4 0.3
H -1.44010 -2.67138 0.33454 -0.5 0.2 -0.7
H -1.21770 -0.07272 -1.61110 -0.8 1.4 2.2
H -1.64017 -1.53041 -1.81349 2.6 -1.9 -0.6